A gas-phase ion, CH5ClN3 (charge +1), computed with ωB97M-V/def2-TZVPD.

## Properties
- HOMO level: -14.902 eV
- Gap between HOMO and LUMO: 10.21 eV
- Charge: +1
- ΔE to the lowest compared entry with this formula, charge and spin: 0.00 kcal per mole
- SMILES: N/[NH+]=C(\N)Cl
- LUMO: -4.69 eV

Geometry (Å):
C  -1.4774  -0.2447  -0.4333
N  -1.2780  0.8743  -1.0009
N  -0.4135  -0.9869  0.5187
N  0.7563  -0.1652  0.8618
Cl  -2.9701  -1.0887  -0.5979
H  -1.8233  1.0738  -1.8035
H  -0.8361  -1.6351  1.1485
H  0.8787  -0.0792  1.8570
H  1.6205  -0.5321  0.4379
H  -0.3307  1.3652  -0.8822

Forces on the atoms, in the same order (eV/Å):
C 2.0918 -4.2546 4.7809
N 3.0519 0.7916 0.2051
N -1.1612 4.5517 -4.1051
N -1.4645 -0.9477 -1.2058
Cl 1.3616 0.5859 -0.0410
H -0.7503 0.7047 -0.7345
H -0.2592 -0.2470 0.5858
H -0.2841 -0.0041 0.3033
H -0.8643 -0.2211 0.2058
H -1.7217 -0.9592 0.0055

Löwdin population analysis, charges in e, atoms 1 to 5:
1 C -0.6189
2 N 0.1797
3 N -0.0216
4 N 0.0259
5 Cl 0.8194

15 unconnected molecules or ions with the total composition C4H41N2O14S, computed with ωB97M-V/def2-TZVPD.

## Properties
- HOMO level: -11.703 eV
- Gap between HOMO and LUMO: 9.05 eV
- Charge: +1
- ΔE to the lowest compared entry with this formula, charge and spin: 157.73 kcal per mole
- LUMO: -2.66 eV

Geometry (Å):
N  0.7300  1.4713  -0.1733
C  1.9234  0.6035  -0.4633
C  3.2007  1.1529  0.1658
S  3.7469  2.8633  -0.5160
C  1.5921  -0.8595  0.1392
N  0.3930  -1.3713  -0.5474
C  -0.2352  -2.5095  0.0881
H  0.8118  1.7910  0.8104
H  -0.2033  0.9256  -0.1148
H  0.6812  2.1752  -0.9176
H  2.0861  0.5030  -1.6351
H  3.2584  1.1305  1.4713
H  4.1275  0.4636  0.0311
H  3.6858  3.5616  0.5803
H  2.3584  -1.4101  0.1135
H  1.4090  -0.5323  1.2581
H  0.6628  -1.8057  -1.4766
H  -1.3055  -2.2456  0.1209
H  0.0586  -2.5424  1.1925
H  -0.0092  -3.5912  -0.1943
H  -3.9797  -2.0581  2.8492
H  -2.6793  -2.6344  3.6350
O  -3.2726  -1.8321  3.4497
H  -2.6326  2.3968  1.9646
H  -3.2602  3.5965  1.3223
O  -2.4578  3.1841  1.5737
H  -1.1637  -0.3116  4.7057
H  -1.7575  -1.0148  3.5072
O  -0.9100  -0.6127  3.7438
H  1.0021  -1.3368  -4.4066
H  -0.4637  -2.1836  -4.0257
O  0.5141  -2.1358  -4.0261
H  -1.8476  2.5575  0.0788
H  -3.1283  2.9186  -0.7487
O  -2.2719  2.3642  -0.8519
H  2.2521  1.8791  3.6929
H  0.9545  1.1934  3.4921
O  1.5579  1.6771  2.9950
H  -2.2009  1.0539  -2.7077
H  -1.1916  0.3648  -1.9567
O  -1.7873  0.2232  -2.6317
H  -0.1372  3.0593  2.8089
H  -0.9784  3.8668  1.6266
O  -0.2485  3.2131  1.7754
H  -3.1128  -2.4787  -0.9760
H  -4.4112  -3.0447  -1.2871
O  -3.8693  -2.8639  -0.5626
H  2.1863  -3.0784  -2.3026
H  3.1357  -3.8742  -1.6676
O  2.1642  -3.8531  -1.6557
H  -1.0369  0.1196  -5.5011
H  -0.8629  0.7543  -4.0931
O  -0.3994  0.2874  -4.8544
H  2.7607  1.0715  -4.4145
H  1.3996  0.4411  -3.9270
O  2.3451  0.8588  -3.6964
H  2.1119  -0.8307  3.2767
H  3.4084  -1.8338  3.4805
O  3.1003  -0.9383  3.3547
H  -2.6034  -0.5638  1.5514
H  -2.9417  0.4298  0.3948
O  -2.2590  0.1946  1.0813

Forces on the atoms, in the same order (eV/Å):
N -0.7940 -1.5748 0.2863
C 0.7591 -2.5405 -1.5316
C 2.5624 0.0382 3.3803
S -0.5798 -1.9585 -0.5405
C -6.2656 7.0893 1.0942
N 1.4164 -0.8802 -1.6028
C -0.6946 -0.9259 3.1897
H 0.0124 1.0911 -0.5661
H 1.7409 0.3620 -0.5293
H -0.1458 0.4048 0.9149
H -0.5255 0.4957 2.4419
H -0.8211 0.3730 -4.0253
H -1.9117 0.9728 -0.4740
H -0.1852 0.4159 1.0279
H 6.1014 -4.4380 -0.2936
H -0.1998 -1.2830 -1.9416
H 0.0115 1.3912 1.0514
H 0.1692 -0.8947 -0.1222
H -0.3628 0.2766 -1.1617
H -0.2287 1.7050 -0.5415
H -0.2071 -0.6241 -0.2248
H -1.8223 1.3185 -0.6540
O 1.6996 -1.1783 0.7237
H -0.8163 -4.0504 2.0123
H -1.5809 0.5222 -0.0293
O -0.4437 3.7950 -1.4504
H 1.0105 -0.7838 -2.6321
H -0.0716 0.1778 -0.4249
O -0.3909 1.1373 3.1944
H -2.4268 -1.6989 0.5021
H 1.1613 1.1860 -0.5465
O 1.5214 0.0023 0.3311
H -1.1763 -0.4168 -2.2640
H 2.1874 -1.4328 -0.6280
O -0.9934 1.7233 2.0357
H -0.9023 -0.2520 -1.4609
H -2.1448 -1.7062 1.2664
O 2.8985 1.5976 0.4694
H -1.3079 1.6517 0.1214
H 2.0976 -0.0403 2.5833
O -1.2538 -1.6652 -2.0943
H -0.2936 0.7998 -3.4890
H 1.3752 -0.9885 0.7817
O 1.5408 0.3837 2.8606
H 1.0300 0.4392 -0.2541
H -1.7107 -0.6430 -1.6882
O 0.6838 0.2888 1.9869
H -1.2876 -1.3160 0.7070
H -0.0150 -1.0122 0.7523
O 1.2999 2.2961 -1.6065
H -1.5145 -0.3547 -1.6015
H 0.5905 -1.3203 -1.4216
O 1.3043 1.7747 2.3475
H 3.5084 1.8885 -6.8670
H 3.1911 1.7688 0.1181
O -6.8702 -3.5203 6.5931
H 1.7207 -1.0109 0.2729
H -0.6408 -0.4074 0.0570
O -1.0801 1.3955 -0.2957
H -0.1290 -0.3617 0.2148
H 1.0435 -0.4767 0.8454
O -0.8436 0.9938 -1.2006

Löwdin population analysis, charges in e, atoms 1 to 5:
1 N 0.1887
2 C -0.3531
3 C -0.4766
4 S 0.6955
5 C -0.1433

A molecular structure, C42H36F3O4P2Ru, computed with ωB97M-V/def2-TZVPD.

## Properties
- HOMO level (spin up / spin down): -16.652 / -16.758 eV
- <S²>: 6.05
- Spin multiplicity: 5
- Gap between HOMO and LUMO (spin up / spin down): 7.42 / 4.41 eV
- Charge: +3
- LUMO (spin up / spin down): -9.23 / -12.35 eV

Geometry (Å):
Ru  -0.5351  0.5635  -0.6178
O  1.8776  0.1349  1.8456
C  3.1148  -0.0816  1.3862
C  4.2870  -0.2078  2.1635
C  5.4848  -0.3934  1.5143
C  5.5443  -0.4618  0.1160
C  4.3752  -0.3620  -0.6475
C  3.1521  -0.1801  -0.0303
P  1.6574  -0.2933  -1.0520
C  1.3517  -2.0591  -1.2817
C  0.2132  -2.4689  -1.9812
C  -0.0219  -3.8180  -2.1876
C  0.8640  -4.7644  -1.6906
C  1.9865  -4.3659  -0.9809
C  2.2322  -3.0182  -0.7692
C  2.1257  0.4951  -2.5855
C  1.7252  -0.0562  -3.8035
C  2.0390  0.5911  -4.9872
C  2.7480  1.7840  -4.9586
C  3.1450  2.3414  -3.7473
C  2.8293  1.7044  -2.5629
C  1.2724  0.0149  3.0838
C  1.8924  0.2934  4.3024
C  1.1890  0.0473  5.4693
C  -0.1082  -0.4518  5.4159
C  -0.7378  -0.6297  4.1920
C  -0.0665  -0.3737  3.0012
P  -1.1126  -0.4320  1.5013
C  -2.4345  0.6784  1.9682
C  -2.0921  2.0328  2.0220
C  -3.0534  2.9760  2.3398
C  -4.3568  2.5682  2.6095
C  -4.6927  1.2227  2.5712
C  -3.7385  0.2714  2.2408
C  -1.6176  -2.1286  1.2791
C  -2.7977  -2.4442  0.5888
C  -3.1758  -3.7697  0.4566
C  -2.3876  -4.7774  0.9935
C  -1.2076  -4.4701  1.6553
C  -0.8173  -3.1495  1.7994
H  4.2693  -0.1694  3.2370
H  6.3931  -0.4896  2.0950
H  6.4928  -0.6152  -0.3746
H  4.4347  -0.4557  -1.7211
H  -0.4675  -1.7486  -2.4342
H  -0.8859  -4.1273  -2.7547
H  0.6848  -5.8149  -1.8655
H  2.6839  -5.1016  -0.6099
H  3.1235  -2.7337  -0.2348
H  1.1884  -0.9927  -3.8327
H  1.7476  0.1671  -5.9369
H  3.0018  2.2753  -5.8866
H  3.7057  3.2639  -3.7411
H  3.1503  2.1325  -1.6207
H  2.8707  0.7390  4.3539
H  1.6480  0.2563  6.4228
H  -0.6450  -0.6589  6.3277
H  -1.7718  -0.9472  4.1762
H  -1.0625  2.3613  1.8610
H  -2.7917  4.0210  2.3995
H  -5.1066  3.3022  2.8603
H  -5.6996  0.9119  2.8027
H  -4.0139  -0.7717  2.2158
H  -3.4288  -1.6658  0.1902
H  -4.0993  -4.0146  -0.0469
H  -2.7005  -5.8069  0.9084
H  -0.6026  -5.2570  2.0774
H  0.0835  -2.9229  2.3494
F  -4.8265  -0.4354  -2.1101
C  -3.8752  0.0356  -2.8947
F  -4.2265  1.2595  -3.3023
F  -3.7430  -0.7593  -3.9444
C  -2.5350  0.1485  -2.1359
O  -1.4615  0.1407  -2.7333
O  -2.5484  0.2956  -0.8670
C  -1.2912  4.6799  -1.7451
C  -0.4150  4.7123  -0.5030
C  0.4558  3.4905  -0.7047
O  -0.4325  2.4978  -1.3222
C  -1.6166  3.2126  -1.8945
H  -0.7440  5.0483  -2.6125
H  -2.1978  5.2730  -1.6358
H  -1.0150  4.6199  0.4033
H  0.1805  5.6196  -0.4301
H  0.8442  3.0443  0.2216
H  1.2701  3.6594  -1.4173
H  -2.4769  2.8961  -1.2955
H  -1.7012  2.8620  -2.9261

Forces on the atoms, in the same order (eV/Å):
Ru 0.3007 -0.5123 0.2696
O 0.4688 -0.2668 -0.2351
C -0.7771 0.2182 0.5150
C 0.2378 -0.0599 -0.1208
C -0.0485 0.0397 0.2872
C -0.0446 0.0288 0.1303
C -0.3856 0.0540 0.1513
C 0.4403 -0.0856 -0.2776
P -0.6938 -0.0651 -0.1984
C 0.3116 -0.0445 0.2064
C -0.2024 0.1341 -0.2018
C 0.0741 -0.0023 0.0979
C -0.0501 -0.0088 0.0135
C -0.0254 0.0950 -0.0081
C -0.1526 -0.0061 -0.1332
C 0.0909 -0.0201 -0.3441
C 0.0242 -0.0251 0.0713
C 0.0859 0.1498 -0.0208
C -0.0262 -0.0558 -0.0018
C -0.0560 -0.0210 -0.1114
C -0.0415 -0.0453 0.1078
C 0.3501 0.1202 -0.0349
C -0.1304 -0.1100 -0.0570
C 0.0414 0.0222 -0.1707
C 0.0610 0.0243 -0.0705
C 0.0560 0.0500 0.0388
C -0.1656 -0.0555 -0.0164
P 0.3817 0.1499 -0.3082
C -0.2496 -0.0178 0.0250
C 0.0581 0.0962 0.0306
C -0.0907 -0.1145 0.0123
C 0.1058 -0.0376 -0.0317
C 0.0495 0.0783 -0.0178
C 0.1392 0.0939 0.0487
C -0.1680 -0.1235 0.0244
C 0.1242 -0.0470 0.0851
C 0.0017 0.1005 0.0014
C 0.0517 -0.0277 -0.0010
C 0.0043 0.0790 -0.0497
C -0.1099 -0.0349 -0.0296
H -0.0900 -0.0096 0.1179
H -0.0108 -0.0019 -0.0139
H 0.1145 -0.0154 -0.0600
H -0.0145 0.0008 -0.1082
H 0.1849 -0.1651 0.1817
H -0.0899 -0.0372 -0.0519
H -0.0152 -0.0666 -0.0213
H 0.0395 -0.0571 0.0478
H 0.1061 0.0579 0.0932
H -0.0053 -0.0393 -0.0425
H -0.0453 -0.0689 -0.0051
H 0.0187 0.0469 -0.0348
H 0.0500 0.0701 0.0448
H 0.0516 0.0431 0.0230
H 0.1200 -0.0034 -0.0327
H 0.0622 0.0261 0.0791
H -0.0588 -0.0228 0.1077
H -0.0441 -0.0211 -0.0450
H -0.0925 -0.0938 -0.0189
H 0.0220 0.1111 0.0087
H -0.0699 0.0666 0.0364
H -0.0924 -0.0299 -0.0033
H 0.0016 -0.0871 -0.0006
H -0.0345 0.0553 -0.0594
H -0.0528 -0.0084 -0.0410
H -0.0264 -0.0897 -0.0251
H 0.0639 -0.0779 0.0425
H 0.1244 0.0422 0.0402
F -0.1019 -0.1462 0.3273
C -0.1486 0.0816 -0.2638
F 0.1685 -0.0038 0.0159
F 0.1334 0.0632 0.0249
C -0.4392 -0.0687 -0.0265
O 0.7489 -0.0092 -0.3393
O -0.6922 0.0392 0.3142
C -0.1253 0.0446 -0.0947
C 0.2220 0.0142 0.1036
C 0.2487 -0.0416 0.0985
O -0.0665 0.7242 0.0878
C -0.1270 -0.3965 -0.2691
H -0.0121 -0.0147 -0.0151
H 0.0183 -0.0185 -0.0241
H 0.0000 -0.0312 0.0170
H 0.0101 0.0092 0.0166
H 0.0033 0.1281 -0.1703
H -0.1169 0.0357 0.1943
H 0.0916 0.1230 -0.1279
H -0.0735 0.0957 0.1957

Löwdin population analysis, charges in e, atoms 1 to 5:
1 Ru 1.2190
2 O 0.0444
3 C -0.1811
4 C 0.0730
5 C 0.0201

A gas-phase ion, C4H9N2OS (charge -1), computed with ωB97M-V/def2-TZVPD.

## Properties
- HOMO level: -2.481 eV
- Gap between HOMO and LUMO: 5.76 eV
- Charge: -1
- ΔE to the lowest compared entry with this formula, charge and spin: 12.96 kcal per mole
- SMILES: NC(=O)NCCC[S-]
- LUMO: 3.28 eV

Geometry (Å):
C  0.8286  -0.1643  -0.2815
N  0.9527  -0.5783  1.1231
C  0.7385  -1.8637  1.5382
N  0.9125  -2.8278  0.5907
O  0.4904  -2.1302  2.7101
C  0.3732  1.3104  -0.4086
C  -0.2696  1.5823  -1.7841
S  -2.0124  2.1826  -1.5832
H  1.8016  -0.1783  -0.7666
H  0.1474  -0.8368  -0.8054
H  0.4734  0.0549  1.7469
H  1.2497  -2.5449  -0.3141
H  0.8906  -3.8204  0.7093
H  -0.2126  1.7821  0.3841
H  1.3516  1.8276  -0.3816
H  0.2677  2.3167  -2.3705
H  -0.3830  0.6394  -2.3223

Forces on the atoms, in the same order (eV/Å):
C -0.6594 0.5467 0.5300
N -0.4176 0.2952 -0.3674
C 0.3838 -0.5280 1.1333
N 0.3734 0.1572 -1.4957
O -0.2026 -0.0599 -0.2237
C 1.6764 0.2552 -0.8173
C -1.4782 -0.0665 0.6874
S 0.2140 0.0132 -0.0604
H 0.1559 -0.4624 -0.1244
H -0.1668 0.0997 -0.0636
H 0.1920 0.0211 0.1156
H -0.1055 0.0530 0.0392
H -0.1791 0.0928 0.8420
H -0.2791 -0.7327 0.0402
H -0.3411 0.3096 0.1200
H 0.3583 -0.0541 -0.1152
H 0.4756 0.0598 -0.2401

Löwdin population analysis, charges in e, atoms 1 to 5:
1 C -0.2230
2 N 0.0562
3 C -0.6424
4 N 0.1553
5 O -0.0002

C4H7NO in the gas phase, computed with ωB97M-V/def2-TZVPD.

## Properties
- HOMO level (spin up / spin down): -6.373 / -6.373 eV
- Gap between HOMO and LUMO (spin up / spin down): 7.09 / 7.09 eV
- Charge: 0
- ΔE to the lowest compared entry with this formula, charge and spin: 94.26 kcal per mole
- LUMO (spin up / spin down): 0.71 / 0.71 eV

Geometry (Å):
C  0.8659  0.7085  1.3201
C  -0.3459  -0.6663  -1.7965
C  0.1495  -1.0891  -0.4228
N  -0.0030  0.2047  0.2860
C  -0.9990  0.8604  -0.2880
O  -1.3841  0.3587  -1.3831
H  1.7822  1.1086  0.8720
H  0.3691  1.5095  1.8751
H  1.1328  -0.0916  2.0148
H  -0.9264  -1.4373  -2.3063
H  -0.4194  -1.8572  0.1566
H  1.2022  -1.3924  -0.4229
H  -1.4239  1.7835  0.0949

Forces on the atoms, in the same order (eV/Å):
C 0.0675 0.0564 0.1420
C -0.0214 -0.2570 0.0625
C 0.1993 -0.0873 0.0414
N -0.2318 0.3004 -0.2902
C 0.2688 -0.2348 0.1209
O -0.1842 0.1725 0.1050
H -0.0789 -0.0936 0.1267
H 0.0478 -0.1134 -0.0727
H -0.0971 0.0846 -0.0655
H 0.0451 0.0588 0.0712
H 0.0589 0.1315 -0.1060
H -0.1568 0.0861 -0.0678
H 0.0829 -0.1043 -0.0674

Löwdin population analysis, charges in e, atoms 1 to 5:
1 C -0.0327
2 C -0.1256
3 C -0.2026
4 N -0.1279
5 C -0.1898

C7H12BNO3 in the gas phase, computed with ωB97M-V/def2-TZVPD.

## Properties
- HOMO level (spin up / spin down): -5.649 / -10.283 eV
- <S²>: 2.01
- Spin multiplicity: 3
- Gap between HOMO and LUMO (spin up / spin down): 6.03 / 6.68 eV
- Charge: 0
- LUMO (spin up / spin down): 0.39 / -3.60 eV

Geometry (Å):
B  0.0384  1.0937  0.2953
C  -2.3205  -1.1745  0.0585
C  2.3798  0.1941  -0.0714
C  -2.3366  0.1683  0.9459
C  -1.4575  1.3031  0.3824
C  -2.0247  1.7624  -0.9781
C  2.8000  -2.2448  0.1699
C  1.8578  -1.1677  -0.3610
N  1.3727  1.2015  0.1962
O  -3.4387  -1.5952  -0.1722
O  3.5223  0.5458  -0.0366
O  -1.1947  -1.5850  -0.2450
H  -3.3734  0.4960  1.0082
H  -1.9947  -0.1363  1.9375
H  -1.6054  2.1170  1.1110
H  -1.3938  2.5140  -1.4479
H  -3.0189  2.1780  -0.8354
H  -2.1054  0.9045  -1.6401
H  2.8876  -2.1754  1.2512
H  2.4055  -3.2233  -0.0831
H  3.7955  -2.1392  -0.2580
H  1.7741  -1.2674  -1.4489
H  0.8449  -1.2890  0.0336
H  1.8441  2.0960  0.3467

Forces on the atoms, in the same order (eV/Å):
B -0.6393 -1.4617 -0.3855
C 3.5704 -0.7790 -0.5318
C -0.9364 0.8211 0.3457
C -0.4687 0.5807 0.4211
C -0.5643 0.4139 0.0803
C 0.1209 -0.0198 0.2789
C -0.0053 0.1590 -0.1382
C 0.1256 -0.6311 0.0107
N 1.3458 0.6088 0.0148
O -1.9552 0.1403 0.0771
O 0.6177 -0.1734 -0.1025
O -1.1978 0.4881 0.3781
H 0.0261 0.0246 0.0824
H -0.0666 -0.2835 -0.2039
H -0.4503 0.0751 0.0472
H -0.0172 0.0161 -0.0448
H -0.1181 0.0465 -0.0561
H 0.0583 -0.0226 -0.2016
H 0.0312 -0.0341 0.1122
H 0.0067 -0.1655 -0.0012
H 0.0111 -0.0241 0.0190
H -0.0544 0.1178 0.0286
H 0.3016 0.1838 -0.0949
H 0.2582 -0.0810 -0.1356

Löwdin population analysis, charges in e, atoms 1 to 5:
1 B -0.1227
2 C -0.5854
3 C -0.4408
4 C -0.0312
5 C -0.3166